Record 1
Computed, not measured: a structure of composition C27H49CoF2NO2Si2, with ωB97M-V/def2-TZVPD.

Computed properties:
Gap between HOMO and LUMO (spin up / spin down)   8.153 / 7.498 eV
Spin multiplicity   5
Total charge   +1
Energy   -93188.014 eV
ΔE to the lowest compared entry with this formula, charge and spin   0.0 kcal/mol
HOMO (spin up / spin down)   -10.31 / -10.77 eV
<S²>   6.014

Geometry (Å):
O  -1.05  -0.32  -2.22
O  -2.82  -1.61  -1.20
C  -1.75  0.85  -2.80
C  -0.81  1.67  -3.64
H  -2.13  1.41  -1.94
H  -2.61  0.48  -3.39
H  0.03  2.05  -3.05
H  -1.36  2.53  -4.03
H  -0.43  1.11  -4.50
C  -0.63  -1.36  -3.21
C  -1.72  -1.76  -4.15
H  -0.29  -2.20  -2.59
H  0.24  -0.94  -3.72
H  -2.64  -2.03  -3.63
H  -1.40  -2.63  -4.73
H  -1.94  -0.97  -4.87
C  -2.43  -2.87  -0.52
C  -4.14  -1.00  -1.00
C  -2.66  -4.03  -1.44
H  -3.02  -2.92  0.40
H  -1.37  -2.74  -0.27
H  -3.71  -4.11  -1.73
H  -2.38  -4.95  -0.93
H  -2.05  -3.96  -2.35
C  -5.19  -1.80  -1.71
H  -4.06  0.02  -1.40
H  -4.31  -0.94  0.08
H  -4.92  -1.99  -2.76
H  -6.12  -1.24  -1.71
H  -5.38  -2.76  -1.22
H  -1.93  -0.93  -1.56
Co  1.30  0.66  0.81
C  -0.72  0.80  0.92
Si  -1.85  1.42  2.33
H  -0.93  1.47  0.05
H  -1.03  -0.23  0.65
C  -3.28  2.36  1.52
C  -1.13  2.60  3.60
C  -2.57  -0.04  3.28
C  2.35  0.39  -0.90
Si  3.15  -1.28  -1.32
H  3.20  1.12  -0.88
H  1.70  0.78  -1.71
C  3.17  -1.70  -3.16
C  2.31  -2.67  -0.39
C  4.94  -1.09  -0.78
H  -2.84  -0.86  2.61
H  -3.47  0.28  3.83
H  -1.84  -0.41  4.02
H  -2.89  3.08  0.78
H  -3.82  2.91  2.30
H  -3.97  1.68  1.01
H  -0.47  3.35  3.14
H  -0.58  2.07  4.38
H  -1.96  3.14  4.09
H  1.84  -3.38  -1.09
H  1.54  -2.31  0.30
H  3.06  -3.22  0.19
H  5.51  -2.02  -0.95
H  4.99  -0.85  0.29
H  5.42  -0.29  -1.34
H  3.96  -2.44  -3.35
H  3.39  -0.82  -3.78
H  2.23  -2.14  -3.51
F  2.82  -2.44  4.94
C  2.80  -1.21  4.33
C  2.13  -1.09  3.10
C  2.15  0.15  2.48
C  2.78  1.26  3.07
C  3.42  1.07  4.31
F  4.06  2.12  4.92
C  3.46  -0.16  4.95
C  2.67  2.52  2.34
C  3.18  3.76  2.68
C  2.97  4.86  1.84
C  2.23  4.69  0.66
C  1.72  3.44  0.35
N  1.95  2.39  1.18
H  1.61  -1.94  2.66
H  3.98  -0.28  5.90
H  3.74  3.87  3.60
H  3.39  5.83  2.09
H  2.04  5.52  -0.02
H  1.14  3.24  -0.56

Record 2
Computed, not measured: a structure of composition C27H49CrN3SSbSi2, with ωB97M-V/def2-TZVPD.

Computed properties:
Gap between HOMO and LUMO (spin up / spin down)   7.081 / 6.602 eV
Spin multiplicity   4
Total charge   0
Energy   -94812.784 eV
ΔE to the lowest compared entry with this formula, charge and spin   4.3 kcal/mol
HOMO (spin up / spin down)   -7.30 / -6.82 eV
<S²>   3.983

Geometry (Å):
Cr  0.67  -0.12  0.52
N  0.45  2.22  1.28
N  -0.61  2.42  2.19
C  -1.22  1.34  2.74
N  -2.02  1.63  3.80
S  -1.06  -0.23  2.19
H  1.35  2.33  1.74
H  0.38  2.89  0.53
H  -0.51  3.21  2.82
H  -2.49  2.53  3.80
H  -2.61  0.86  4.08
C  -0.71  -3.38  0.95
Si  0.83  -2.51  0.20
C  1.12  -3.42  -1.47
C  2.31  -3.09  1.27
C  2.72  -4.43  1.25
C  3.81  -4.87  1.99
C  4.52  -3.96  2.77
C  4.12  -2.63  2.80
C  3.03  -2.18  2.06
Si  2.43  -0.38  2.19
C  1.77  -0.26  4.00
C  3.94  0.80  2.30
H  -0.69  -4.47  0.82
H  -1.64  -3.02  0.49
H  -0.77  -3.18  2.02
H  0.73  -4.44  -1.42
H  2.18  -3.46  -1.69
H  0.63  -2.92  -2.32
H  2.17  -5.15  0.64
H  4.10  -5.91  1.97
H  5.37  -4.29  3.35
H  4.68  -1.93  3.41
H  2.55  -0.55  4.71
H  0.92  -0.94  4.15
H  1.44  0.75  4.26
H  4.71  0.35  2.92
H  3.67  1.76  2.76
H  4.37  1.01  1.32
C  -4.49  -1.09  0.26
C  -4.36  0.33  -0.27
C  -4.57  1.36  0.83
Sb  -2.36  0.56  -1.18
C  -2.79  -0.46  -3.09
C  -2.26  -1.89  -2.94
C  -4.25  -0.47  -3.53
C  -2.62  2.69  -1.74
C  -1.30  3.25  -2.24
C  -3.74  2.93  -2.74
H  -5.48  -1.25  0.69
H  -3.75  -1.29  1.03
H  -4.35  -1.83  -0.53
H  -5.09  0.50  -1.06
H  -3.80  1.25  1.60
H  -5.55  1.21  1.31
H  -4.54  2.38  0.45
H  -2.18  0.07  -3.82
H  -2.85  -2.45  -2.22
H  -1.22  -1.90  -2.61
H  -2.32  -2.42  -3.90
H  -4.87  -1.02  -2.81
H  -4.33  -0.99  -4.49
H  -4.66  0.53  -3.65
H  -2.88  3.18  -0.80
H  -0.97  2.76  -3.16
H  -0.51  3.11  -1.50
H  -1.38  4.32  -2.44
H  -3.50  2.48  -3.71
H  -3.87  4.01  -2.91
H  -4.70  2.53  -2.40
C  1.49  0.46  -1.34
C  2.72  1.29  -1.32
C  3.99  0.70  -1.28
C  5.14  1.46  -1.30
C  5.08  2.85  -1.34
C  3.83  3.46  -1.37
C  2.68  2.69  -1.37
H  1.68  -0.44  -1.93
H  0.68  1.01  -1.83
H  4.05  -0.38  -1.23
H  6.11  0.97  -1.26
H  5.98  3.44  -1.35
H  3.77  4.54  -1.43
H  1.71  3.19  -1.45

Record 3
Computed, not measured: a structure of composition C27H50Cl20FNO5S, with ωB97M-V/def2-TZVPD.

Computed properties:
Gap between HOMO and LUMO   9.823 eV
Total charge   0
Energy   -304538.936 eV
HOMO   -9.58 eV

Geometry (Å):
C  2.68  2.96  -2.01
C  3.27  2.06  -0.85
N  2.77  2.22  0.30
C  4.45  1.04  -1.02
C  3.97  -0.44  -1.36
C  5.06  -1.33  -2.06
C  5.51  -2.54  -1.21
O  5.98  -2.45  -0.16
F  5.32  -3.82  -1.69
C  3.16  -1.20  -0.27
O  2.28  -2.08  -1.03
S  1.56  -0.99  -2.00
O  0.56  -0.37  -1.17
O  0.94  -1.43  -3.22
O  2.92  -0.17  -2.37
H  2.87  4.05  -1.86
H  1.56  2.85  -2.01
H  3.08  2.69  -3.03
H  2.01  2.92  0.22
H  4.94  0.98  -0.02
H  5.23  1.40  -1.72
H  4.66  -1.71  -3.02
H  5.99  -0.74  -2.27
H  2.57  -0.44  0.30
H  3.71  -1.74  0.54
Cl  -2.50  3.75  2.90
C  -1.44  2.33  2.99
C  0.02  2.71  2.85
Cl  0.39  3.27  1.20
H  -1.74  1.63  2.22
H  -1.61  1.87  3.96
H  0.65  1.84  3.04
H  0.30  3.49  3.55
Cl  1.76  1.61  -4.95
C  2.56  1.09  -6.45
C  3.23  -0.25  -6.27
Cl  4.63  -0.12  -5.18
H  3.27  1.86  -6.74
H  1.79  1.02  -7.22
H  3.61  -0.61  -7.23
H  2.55  -0.99  -5.87
Cl  -2.09  4.60  -2.16
C  -3.28  4.65  -0.83
C  -3.99  5.98  -0.74
Cl  -2.90  7.28  -0.21
H  -2.76  4.41  0.10
H  -4.00  3.86  -1.02
H  -4.79  5.92  -0.01
H  -4.42  6.27  -1.70
Cl  -4.13  1.74  -4.89
C  -3.02  0.35  -4.82
C  -1.58  0.75  -5.00
Cl  -1.24  1.32  -6.66
H  -3.33  -0.37  -5.58
H  -3.16  -0.12  -3.85
H  -0.93  -0.10  -4.82
H  -1.30  1.55  -4.31
Cl  3.71  -4.17  1.69
C  2.59  -4.13  3.07
C  1.85  -2.82  3.16
Cl  2.92  -1.46  3.60
H  3.17  -4.32  3.98
H  1.89  -4.95  2.93
H  1.08  -2.88  3.93
H  1.36  -2.57  2.21
Cl  -0.85  -7.12  7.13
C  0.46  -7.66  6.06
C  1.16  -6.50  5.38
Cl  0.11  -5.69  4.19
H  0.04  -8.35  5.33
H  1.18  -8.20  6.67
H  2.03  -6.86  4.84
H  1.48  -5.75  6.10
Cl  2.65  5.76  -3.34
C  3.49  7.07  -2.48
C  4.47  7.80  -3.37
Cl  5.87  6.78  -3.79
H  3.97  6.65  -1.61
H  2.72  7.77  -2.14
H  4.86  8.67  -2.85
H  4.00  8.13  -4.29
Cl  -7.53  5.20  3.10
C  -6.71  6.52  3.98
C  -5.68  7.22  3.12
Cl  -4.28  6.18  2.75
H  -6.25  6.10  4.87
H  -7.48  7.22  4.29
H  -5.30  8.10  3.64
H  -6.12  7.55  2.18
Cl  -3.21  -10.95  10.97
C  -2.85  -10.01  9.50
C  -3.23  -8.56  9.65
Cl  -5.00  -8.33  9.72
H  -3.37  -10.48  8.66
H  -1.78  -10.09  9.32
H  -2.88  -7.99  8.78
H  -2.80  -8.12  10.54
Cl  -3.00  -2.79  -5.82
C  -4.77  -2.88  -5.60
C  -5.24  -4.30  -5.43
Cl  -5.08  -5.26  -6.92
H  -5.24  -2.40  -6.46
H  -5.01  -2.30  -4.71
H  -6.30  -4.31  -5.17
H  -4.70  -4.82  -4.64

Record 4
Computed, not measured: a cluster of 9 separate species, C27H50N12O3 in total, with ωB97M-V/def2-TZVPD.

Computed properties:
Gap between HOMO and LUMO   7.926 eV
Total charge   0
Energy   -52831.228 eV
HOMO   -7.89 eV
SMILES   c1cc[nH]c1.c1cc[nH]c1.NC(N)=O.NC(N)=O.NC(N)=O.CCCC#N.CCCC#N.CCCC#N.CCCC#N

Geometry (Å):
C  0.06  3.63  -8.54
C  -0.36  4.80  -9.26
C  -1.46  5.31  -8.48
N  -1.63  4.51  -7.42
C  -0.77  3.48  -7.42
H  0.89  3.00  -8.84
H  -0.12  5.19  -10.24
H  -2.11  6.17  -8.53
H  -2.30  4.69  -6.68
H  -0.74  2.80  -6.59
C  -5.66  5.17  -3.21
C  -5.80  6.34  -2.47
C  -5.31  6.00  -1.20
N  -4.67  4.77  -1.24
C  -4.93  4.23  -2.46
H  -5.83  4.94  -4.25
H  -6.24  7.28  -2.78
H  -5.35  6.62  -0.31
H  -4.17  4.35  -0.47
H  -4.54  3.25  -2.66
N  -3.68  4.00  5.16
C  -3.15  3.76  6.32
N  -3.56  4.65  7.16
O  -2.42  2.87  6.72
H  -4.16  4.88  5.08
H  -3.49  3.39  4.37
H  -3.11  4.74  8.06
H  -4.10  5.41  6.77
N  2.53  3.53  6.49
C  3.18  3.28  5.38
N  2.52  2.47  4.65
O  4.27  3.75  5.09
H  1.61  3.16  6.69
H  2.95  4.11  7.20
H  1.58  2.20  4.90
H  3.05  2.23  3.82
N  -0.76  -1.23  -0.57
C  -0.48  -0.02  -0.23
N  0.52  0.44  -0.85
O  -1.06  0.68  0.56
H  -1.60  -1.52  -0.08
H  -0.08  -1.84  -0.99
H  0.96  1.30  -0.56
H  0.94  -0.15  -1.55
C  3.85  -11.22  2.73
C  4.01  -10.12  1.69
C  3.55  -8.79  2.17
C  3.72  -7.75  1.13
N  3.93  -6.96  0.32
H  2.85  -11.26  3.17
H  4.59  -11.12  3.52
H  4.08  -12.19  2.29
H  3.58  -10.34  0.71
H  5.07  -10.10  1.41
H  4.12  -8.41  3.02
H  2.49  -8.66  2.38
C  -2.89  -5.92  2.57
C  -2.99  -6.93  3.70
C  -3.26  -8.39  3.32
C  -4.60  -8.45  2.70
N  -5.63  -8.38  2.25
H  -1.93  -5.95  2.07
H  -2.99  -4.93  3.03
H  -3.75  -6.00  1.91
H  -3.60  -6.58  4.53
H  -2.01  -6.94  4.18
H  -3.20  -9.07  4.17
H  -2.66  -8.73  2.48
C  4.30  -6.02  -7.15
C  5.58  -5.24  -6.97
C  5.65  -4.18  -5.86
C  4.39  -3.53  -5.58
N  3.38  -3.04  -5.38
H  3.48  -5.48  -7.63
H  3.95  -6.47  -6.22
H  4.50  -6.82  -7.85
H  5.79  -4.68  -7.88
H  6.33  -6.03  -6.88
H  6.38  -3.39  -5.99
H  6.02  -4.69  -4.98
C  -0.70  10.32  2.17
C  0.45  9.72  2.96
C  0.65  8.15  3.07
C  0.94  7.53  1.79
N  1.19  6.98  0.75
H  -0.37  11.24  1.69
H  -1.54  10.60  2.81
H  -1.12  9.60  1.47
H  0.40  10.19  3.94
H  1.37  10.00  2.45
H  -0.23  7.62  3.44
H  1.44  8.14  3.82

Record 5
Computed, not measured: a structure of composition C27H50N7O3Si4Te2V, with ωB97M-V/def2-TZVPD.

Computed properties:
Gap between HOMO and LUMO (spin up / spin down)   4.758 / 6.557 eV
Spin multiplicity   4
Total charge   -1
Energy   -117170.048 eV
ΔE to the lowest compared entry with this formula, charge and spin   32.4 kcal/mol
HOMO (spin up / spin down)   -2.60 / -4.58 eV
<S²>   3.869

Geometry (Å):
V  1.17  -1.49  0.49
C  2.36  -4.64  3.30
C  1.89  -4.05  2.00
O  2.12  -2.77  1.85
C  1.27  -4.88  1.03
C  1.25  -6.30  1.15
C  0.66  -7.10  0.21
C  0.03  -6.54  -0.91
C  0.02  -5.16  -1.06
C  0.63  -4.33  -0.13
O  0.62  -3.01  -0.33
H  2.65  -3.83  3.97
H  3.23  -5.29  3.15
H  1.58  -5.24  3.78
H  1.75  -6.75  2.00
H  0.69  -8.18  0.34
H  -0.44  -7.17  -1.65
H  -0.46  -4.70  -1.91
C  -0.70  3.49  -5.47
Si  0.09  2.05  -4.56
C  1.95  2.24  -4.74
C  -0.40  0.49  -5.47
Si  -0.42  1.80  -2.29
Te  1.04  -0.16  -1.75
Si  -2.72  1.52  -2.03
C  -3.65  2.90  -2.91
C  -3.27  1.53  -0.24
C  -3.24  -0.13  -2.75
Si  0.29  3.69  -1.12
C  -0.27  3.65  0.67
C  2.16  3.70  -1.08
C  -0.31  5.30  -1.89
H  -0.38  3.49  -6.52
H  -0.42  4.45  -5.03
H  -1.79  3.42  -5.45
H  2.29  2.07  -5.77
H  2.44  1.50  -4.09
H  2.29  3.23  -4.42
H  0.12  0.39  -6.43
H  -1.49  0.45  -5.66
H  -0.14  -0.38  -4.85
H  -3.44  3.87  -2.45
H  -4.73  2.73  -2.88
H  -3.34  2.96  -3.96
H  -2.96  2.44  0.28
H  -2.82  0.68  0.26
H  -4.36  1.43  -0.16
H  -3.11  -0.15  -3.83
H  -4.28  -0.38  -2.50
H  -2.59  -0.90  -2.32
H  -0.04  2.66  1.10
H  -1.35  3.82  0.77
H  0.25  4.40  1.27
H  2.51  2.72  -0.76
H  2.56  4.45  -0.38
H  2.59  3.89  -2.07
H  -1.40  5.37  -1.86
H  -0.01  5.35  -2.95
H  0.11  6.17  -1.38
C  4.60  -3.23  0.12
Te  3.26  -1.90  -0.89
C  4.60  -0.28  -0.65
H  4.96  -2.78  1.05
H  5.44  -3.46  -0.54
H  4.06  -4.15  0.35
H  5.61  -0.66  -0.85
H  4.56  0.08  0.38
H  4.36  0.52  -1.34
C  -1.59  0.76  5.10
C  -2.98  0.20  4.82
C  -3.73  1.08  3.83
C  -2.89  -1.25  4.33
N  -2.24  -1.38  3.03
C  -0.96  -1.47  2.71
N  -0.87  -1.47  1.40
N  -2.12  -1.37  0.92
N  -2.95  -1.32  1.89
H  -1.66  1.77  5.50
H  -1.00  0.82  4.18
H  -1.05  0.15  5.83
H  -3.54  0.15  5.76
H  -3.14  1.26  2.93
H  -3.95  2.05  4.28
H  -4.68  0.62  3.52
H  -3.89  -1.67  4.22
H  -2.34  -1.86  5.05
H  -0.14  -1.55  3.41
O  1.45  -0.15  1.48
N  1.07  0.73  2.37
C  2.12  1.39  2.88
C  3.49  1.10  2.58
N  4.59  0.86  2.33
C  1.83  2.41  3.85
N  1.61  3.22  4.63

> Which formula does entry 5 have?

C27H50N7O3Si4Te2V